# 1
Formula: C4H9NS
Source: the Open Molecules 2025 dataset
Level of theory: wB97M-V/def2-TZVPD

The geometry in XYZ format:
```
15
Properties=species:S:1:pos:R:3:forces:R:3
H -1.2982 -0.0004 1.5760 0.20 2.49 0.57
H -0.8375 1.7262 -1.0331 -0.45 -0.09 0.62
C 0.8792 -0.4353 -0.3780 -1.51 1.08 1.17
C -0.6022 -0.3299 -0.7363 -1.78 -1.90 3.47
H 1.6216 -0.0943 -2.1528 -0.68 0.31 -0.07
H -1.1659 -1.1699 -0.0971 1.06 1.32 -1.63
H -0.8197 -0.4211 -1.7468 0.06 -0.93 -2.08
H 0.7139 -1.4742 1.5770 0.63 1.07 -0.53
S -1.1176 1.4382 1.3702 -0.98 -2.54 -0.25
H -2.3927 1.0371 -0.6101 -0.33 -0.69 -0.28
H 1.0035 0.3195 1.5989 0.28 -0.30 0.17
C 1.2697 -0.6069 1.0925 -3.13 -0.74 -0.39
C -1.3416 0.9621 -0.3935 2.11 1.85 -0.07
H 2.2797 -0.7754 1.0948 2.51 -0.45 0.26
N 1.8079 -0.1758 -1.1617 2.01 -0.48 -0.95
```
Positions in Å, forces in eV/Å.

Results
Orbital gap ... 9.8071 eV
Total charge ... 0
SMILES string ... [H]/N=C(/C)CCS
DFT total energy ... -16617.804 eV
Highest occupied orbital energy ... -9.10 eV

=====

# 2
Formula: C4H9NS
Source: the Open Molecules 2025 dataset
Level of theory: wB97M-V/def2-TZVPD

The geometry in XYZ format:
```
15
Properties=species:S:1:pos:R:3:forces:R:3
H 1.6491 -1.8286 2.9640 -0.03 0.04 0.17
C 1.0418 -0.9404 2.8813 -0.01 -0.06 -0.38
S -1.2825 -0.2829 -4.5254 0.01 0.06 0.21
H -1.4703 -0.1343 -2.1134 0.03 0.02 0.09
H -0.4506 1.1662 -2.7456 -0.03 0.05 0.00
H -0.4040 1.1191 2.2439 -0.24 0.18 -0.14
H 0.1987 -0.4750 -2.6323 0.00 -0.03 0.11
H -0.8893 1.6348 -0.3071 0.02 0.15 0.20
H 0.1995 0.2190 -0.6714 -0.05 -0.03 -0.11
H 0.6877 -0.3781 3.7290 0.05 -0.03 0.16
C -0.2704 0.8411 0.0775 -0.06 -0.05 -0.05
C -0.7025 0.1060 -2.8725 0.05 -0.11 -0.29
C -0.0660 0.5856 1.3692 0.26 -0.33 -0.08
N 0.7179 -0.5375 1.6970 0.06 -0.04 0.05
H 1.0409 -1.0950 0.9059 -0.06 0.17 0.06
```
Positions in Å, forces in eV/Å.

Results
Orbital gap ... 2.5461 eV
Total charge ... 0
DFT total energy ... -16614.052 eV
Highest occupied orbital energy ... -5.21 eV

=====

# 3
Formula: C4H9NSSi
Source: the Open Molecules 2025 dataset
Level of theory: wB97M-V/def2-TZVPD

The geometry in XYZ format:
```
16
Properties=species:S:1:pos:R:3:forces:R:3
C 2.4652 1.1253 -0.0505 -0.20 -0.06 -0.09
H -1.8398 1.2943 1.8895 -0.06 0.32 -0.09
H 3.5146 1.1257 0.2208 0.08 0.05 0.06
H -1.3201 -1.7880 -2.0802 -0.01 0.11 -0.15
C -0.5228 1.1248 -1.3568 0.19 -0.63 0.20
H -1.6623 -2.3965 -0.4715 -0.11 0.01 0.14
N -0.7369 2.0763 -1.9611 -0.08 0.44 -0.24
H -0.8682 0.0801 2.8219 0.27 -0.10 0.21
H 2.3385 1.5406 -1.0465 0.03 0.09 0.04
Si -0.1871 -0.3987 -0.3444 -0.97 0.16 2.42
C -0.8858 -1.9798 -1.1035 0.08 0.41 0.19
H 1.8878 1.6889 0.6740 0.06 0.15 0.07
C -1.5897 0.2636 2.0507 1.45 -0.61 -2.52
H -0.1073 -2.7296 -1.2165 0.17 0.01 0.01
H -2.4180 -0.4162 2.0166 -0.26 -0.25 -0.02
S 1.9319 -0.6110 -0.0425 -0.63 -0.08 -0.23
```
Positions in Å, forces in eV/Å.

Results
Orbital gap (alpha / beta) ... 8.2154 / 8.2161 eV
Total charge ... 0
DFT total energy ... -24495.502 eV
Highest occupied orbital energy (alpha / beta) ... -8.34 / -8.35 eV

=====

# 4
Formula: C4H9NaO4V
Source: the Open Molecules 2025 dataset
Level of theory: wB97M-V/def2-TZVPD

The geometry in XYZ format:
```
19
Properties=species:S:1:pos:R:3:forces:R:3
C -2.4995 1.5094 0.0271 -0.11 -0.09 0.03
H -3.1087 1.3341 -0.8741 0.08 0.00 0.27
H 0.6216 0.0069 -1.5874 -0.10 -2.64 3.30
H -1.5999 -0.9263 0.4677 -0.09 -0.18 -0.49
O 3.1139 -1.0454 0.2378 0.15 0.04 0.11
H 2.2049 -1.2949 2.0353 -0.19 -0.34 -0.32
O 0.8344 -0.7111 0.6965 0.40 0.57 -0.76
O 1.7513 1.7898 -0.9813 2.80 -1.65 1.82
H -1.7172 -0.6077 -1.3490 -0.13 -0.07 0.38
H -2.9848 1.0651 0.9118 -0.09 0.11 -0.26
V 3.0969 0.7308 -0.3224 -2.18 2.42 -2.09
H -2.3971 2.5917 0.1734 -0.03 -0.27 -0.04
C 0.2718 -0.8431 -0.6201 -0.66 2.03 -1.77
C 2.0387 -1.4534 0.9511 -0.18 -0.80 0.27
O -1.2028 0.9768 -0.1286 0.23 0.37 0.01
C -1.1675 -0.4146 -0.4119 -0.26 -0.17 -0.08
H 0.2703 -1.9045 -0.9235 0.31 0.42 -0.10
H 1.7879 -2.5103 0.7165 0.20 0.24 0.26
Na 0.6859 1.7068 0.9810 -0.13 0.02 -0.53
```
Positions in Å, forces in eV/Å.

Results
⟨S²⟩ ... 3.785
Orbital gap (alpha / beta) ... 6.1979 / 7.9468 eV
Total charge ... 0
Multiplicity ... 4
DFT total energy ... -42585.759 eV
Highest occupied orbital energy (alpha / beta) ... -6.52 / -8.45 eV

=====

# 5
Formula: C4H9O2
Source: the Open Molecules 2025 dataset
Level of theory: wB97M-V/def2-TZVPD

The geometry in XYZ format:
```
15
Properties=species:S:1:pos:R:3:forces:R:3
H 1.3740 -0.3483 0.7186 0.01 -0.40 0.56
C -0.4778 -0.1993 -0.1488 -2.39 -3.33 -1.15
H -1.2487 -0.2038 0.6667 0.67 0.24 -0.91
C 0.7492 -1.0926 0.1598 0.00 -1.48 1.54
C -0.0912 1.2523 -0.4248 1.65 5.89 0.23
O -1.0215 2.1863 -0.6344 -0.70 0.01 0.31
H 0.8383 1.4478 -1.0280 -0.27 -1.05 -0.40
H 0.4011 1.5447 0.5830 -0.38 -1.30 -0.61
H 0.0932 -0.3679 3.0906 -1.63 1.26 1.80
H -0.3867 -0.6695 -2.3549 -0.70 0.98 1.09
H 0.5250 -0.6635 2.6493 1.58 -1.28 -1.69
H 1.3441 -1.1218 -0.7416 0.22 -0.33 -1.25
H -1.7134 0.6922 -1.7499 0.40 -0.73 -0.15
C -0.9628 -0.0987 -1.5547 1.73 -1.19 1.83
O 0.5772 -2.3578 0.7692 -0.20 2.72 -1.19
```
Positions in Å, forces in eV/Å.

Results
Orbital gap ... 5.5554 eV
Total charge ... -1
DFT total energy ... -8382.483 eV
Highest occupied orbital energy ... -3.02 eV

=====

# 6
Formula: C4H9O2
Source: the Open Molecules 2025 dataset
Level of theory: wB97M-V/def2-TZVPD

The geometry in XYZ format:
```
15
Properties=species:S:1:pos:R:3:forces:R:3
H 1.2306 -0.4143 0.6284 0.48 0.17 0.53
H -1.6578 0.4849 1.1910 -0.21 0.30 -0.25
O 0.3655 0.6494 1.3892 -0.12 -0.44 -0.54
O 1.5804 -1.1417 -0.0047 0.21 0.55 0.38
C 0.5613 -1.1538 -0.9464 -0.38 -0.46 -0.53
H -0.5660 1.5446 -1.4075 -0.10 0.10 -0.26
H -1.8469 2.2291 -0.2844 0.16 -0.20 -0.66
H -0.1758 2.5787 -0.0003 0.18 -0.21 -0.13
H 0.7652 -0.5229 -1.8318 0.17 0.11 0.07
C -0.7638 -0.7501 -0.3091 0.18 0.53 0.82
H -1.5851 -0.7041 -1.0236 -0.13 -0.10 -0.18
C -0.8338 1.7943 -0.3862 -0.67 0.52 1.20
C -0.7378 0.5723 0.5707 0.96 -0.31 -0.44
H -0.9625 -1.4889 0.4439 -0.38 -0.82 0.24
H 0.5200 -2.1983 -1.3129 -0.37 0.26 -0.26
```
Positions in Å, forces in eV/Å.

Results
Orbital gap ... 7.4687 eV
Total charge ... -1
SMILES string ... C[C@H]([O-])CCO
DFT total energy ... -8388.729 eV
Highest occupied orbital energy ... -3.02 eV